# C40H95BF5NO15P

13 unconnected molecules or ions with the total composition C40H95BF5NO15P (ωB97M-V with the def2-TZVPD basis set, the OMol25 dataset).

E_HOMO = -10.5 eV
Orbital gap = 8.144 eV
E = -98764.367 eV
Net charge = +1
Maximum force = 0.0557 hartree/bohr

Each line ends with the Mulliken charge.
CARTESIAN COORDINATES (ANGSTROEM)
1 P 6.39218 -3.04155 0.97098  0.0558
2 F 4.25098 6.25942 -0.07869  -0.2678
3 F 6.38268 5.78332 -0.31422  -0.2694
4 F 5.52049 -0.39880 2.37340  -0.3385
5 F 4.94649 4.72052 -1.60571  -0.2635
6 F 3.57870 -0.15713 1.31791  -0.3715
7 O 3.81105 4.28110 6.25869  -0.4734
8 O 4.89059 -7.18194 0.51662  -0.4274
9 O 7.96786 -2.47802 1.19200  -0.4298
10 O 2.81268 8.76388 0.58989  -0.4794
11 O -9.13706 2.32184 4.66239  -0.4860
12 O -13.41339 -2.55325 1.21328  -0.5300
13 O 7.43619 -0.40526 -1.82908  -0.8543
14 O -3.04456 -2.36847 1.48569  -0.4905
15 O -9.23064 -0.35626 0.76660  -0.2794
16 O 1.67881 -6.62676 3.26888  -0.4397
17 O 2.09194 0.04265 4.40549  -0.4916
18 O 2.92816 -5.10641 1.28427  -0.3979
19 O -3.44624 1.82238 -5.91051  -0.5128
20 O -5.63038 3.72086 -5.25223  -0.5147
21 O -9.71636 0.16713 -3.23090  -0.4825
22 N 5.25612 -2.32753 -1.62766  0.0418
23 C -0.30252 -0.50870 -3.72472  -0.3887
24 C 5.10844 5.23351 -0.35222  0.6277
25 C 4.30084 -1.27610 -2.15969  0.3188
26 C 5.57007 -0.33925 -0.07712  0.8280
27 C 6.61370 -4.61768 -0.05918  -1.0164
28 C 4.33394 -1.19798 -3.73311  -0.9865
29 C 2.18723 0.32635 -3.97137  -0.2045
30 C 5.01200 2.74396 0.44125  -0.1693
31 C -6.17504 -0.28957 -1.42327  -0.7454
32 C -9.99781 -1.22278 -3.11447  -0.5185
33 C -3.74169 0.53317 -2.10988  -0.5533
34 C 5.01484 1.72560 1.46456  0.4051
35 C 5.07318 4.15040 0.76334  0.0121
36 C 4.61995 0.03767 -1.34510  -1.8590
37 C 4.94642 0.19467 1.24126  1.1895
38 C -6.48943 3.62365 -4.11843  -0.3397
39 C -3.47724 -3.67702 1.13397  -0.5183
40 C 5.10489 4.63479 2.14549  -1.1493
41 C -9.56670 0.72646 1.65291  -0.7596
42 C 2.42261 0.89192 5.49990  -0.3479
43 C 5.04714 2.17926 2.85364  -1.2460
44 C 2.93975 4.23265 7.39002  -0.6272
45 C -1.39420 0.45531 -3.13509  -0.1141
46 C 0.73835 0.28400 -4.63202  -0.6829
47 C 5.59309 -8.20040 1.21919  -0.7018
48 C -2.45219 2.78669 -6.21969  -0.5604
49 C 8.27170 0.93305 1.65768  -0.8063
50 C -7.30004 0.45152 -0.58850  -0.4513
51 C 8.01511 1.18614 0.11205  -0.3604
52 C 2.87295 -1.05016 -4.28681  -0.7878
53 C -4.70044 0.04319 -0.93663  0.0806
54 C -7.81004 -0.46408 0.61357  -0.5041
55 C 5.38238 -1.92777 -0.16789  -0.9381
56 C 5.07786 3.62238 3.18019  -0.7919
57 C 2.35378 -4.64002 0.07322  -0.6242
58 C 3.36450 10.07493 0.61021  -0.4984
59 C -2.45569 -0.36607 -2.27910  -0.7140
60 C -7.82422 2.83411 4.85462  -0.5610
61 C -12.09818 -2.04660 1.41101  -0.2753
62 C 1.25374 -7.95029 2.95680  -0.5011
63 B 7.01180 0.16158 -0.59361  0.9037
64 H 2.61194 10.76330 0.99034  0.2158
65 H 6.40008 -8.56783 0.58723  0.2709
66 H 0.43274 -7.89334 2.24462  0.2312
67 H -11.76615 -1.56772 0.49202  0.0903
68 H 0.36040 1.30680 -4.88621  0.3198
69 H 6.01507 -7.79316 2.14212  0.2809
70 H -4.29833 2.27948 -5.91964  0.3481
71 H 3.64922 10.37532 -0.40130  0.2535
72 H -10.30961 0.62845 -2.62735  0.2864
73 H 5.08074 3.96057 4.25796  0.5740
74 H -1.47654 2.30089 -6.21660  0.1292
75 H 5.02094 -0.36502 -4.03499  0.4183
76 H 0.28059 -0.99406 -2.89965  0.1370
77 H -12.10214 -1.31091 2.21962  0.1741
78 H 8.63802 -3.12991 0.91684  0.2765
79 H -7.26991 -0.13416 1.54743  0.2924
80 H 4.33077 -2.14946 0.18315  0.4831
81 H -6.32424 -1.39982 -1.38043  0.3759
82 H 3.28270 -1.63124 -1.85892  0.1068
83 H 2.21150 -1.88836 -3.92613  0.2875
84 H 2.07911 -8.51130 2.51109  0.1619
85 H 4.23995 10.10126 1.26446  0.2298
86 H 7.77897 1.70835 2.30303  0.1925
87 H 2.40396 -6.70153 3.89947  0.2749
88 H 0.91034 -8.45373 3.86283  0.2821
89 H -6.90165 1.42962 -0.19717  0.4051
90 H -4.26692 -0.85042 -0.42140  -0.3102
91 H 7.70090 2.26399 0.01223  0.1642
92 H -10.63467 0.61387 1.95716  0.2120
93 H 7.03336 -4.31813 -1.06727  0.3581
94 H -0.78967 -1.28356 -4.36938  0.3897
95 H -8.96397 0.62735 2.60067  0.3449
96 H 6.12907 -2.47111 -2.14837  0.6123
97 H 2.19255 -3.55761 0.12880  0.2285
98 H 4.18193 -6.86867 1.09348  0.2310
99 H 7.97906 0.26567 -2.27935  0.2826
100 H 4.73143 -2.18666 -4.09636  0.2884
101 H 3.62662 0.46106 -1.04334  0.5323
102 H -4.76155 0.86859 -0.18451  0.4369
103 H -2.64532 3.20751 -7.21010  0.3362
104 H -0.93898 1.23499 -2.47320  0.2414
105 H -9.38408 1.73367 1.19253  0.2794
106 H -11.03709 -1.41689 -3.39057  0.3207
107 H -6.05944 4.30387 -5.88833  0.2789
108 H 3.40034 3.60944 8.15414  0.2206
109 H -6.02366 2.96795 -3.38453  -0.0016
110 H 2.77449 5.23246 7.79676  0.2964
111 H 1.40285 -5.14529 -0.10858  0.4266
112 H 4.99001 2.46720 -0.63186  0.6790
113 H -2.65576 -4.22956 0.66960  0.2149
114 H -7.13860 2.01962 5.10321  0.2670
115 H 2.75003 1.14900 -4.48347  0.3509
116 H 4.91639 -9.02546 1.45409  0.2998
117 H -2.69672 -1.31995 -2.81583  0.2842
118 H 2.07422 0.55519 -2.88074  0.0329
119 H -7.49763 3.30889 3.93089  0.2097
120 H -8.16680 0.63756 -1.29947  0.0928
121 H 9.37786 1.06364 1.82697  0.3842
122 H -2.00419 -0.63678 -1.29174  0.3120
123 H -2.46446 3.58078 -5.46775  0.2577
124 H -7.82684 3.57427 5.65863  0.2921
125 H -2.31920 -2.46575 2.11220  0.2864
126 H 5.01837 1.46772 3.70271  0.7419
127 H -7.53071 -1.52850 0.42104  0.3194
128 H -6.31293 0.03488 -2.49157  0.3235
129 H 1.98576 3.79423 7.08731  0.2609
130 H 7.40020 -5.22625 0.44355  0.4199
131 H 3.49432 8.17294 0.25090  0.3482
132 H 3.04015 -4.86175 -0.74698  0.1918
133 H 2.91965 -0.24952 4.00752  0.2820
134 H -4.29891 -3.59263 0.42460  0.2132
135 H 9.01419 1.10611 -0.40552  0.5325
136 H 5.06925 0.78362 -2.04588  0.3862
137 H 0.82054 -0.28625 -5.60129  0.3474
138 H -4.31832 0.56264 -3.07374  0.2426
139 H 5.11965 5.72916 2.33600  0.4104
140 H 3.01240 0.33567 6.23328  0.2909
141 H -9.81943 -1.55360 -2.08753  0.1426
142 H -9.40541 1.90729 5.48965  0.2866
143 H -9.33904 -1.76862 -3.78798  0.2389
144 H -13.68650 -2.97146 2.03677  0.2977
145 H 2.98834 1.75686 5.14287  0.0511
146 H 3.38316 4.83460 5.59522  0.2938
147 H 2.93551 -1.13272 -5.40374  0.4300
148 H 2.30634 -4.90405 1.99482  0.2391
149 H -1.97391 0.97146 -3.96946  -0.2175
150 H -3.42086 1.57941 -1.85181  0.2342
151 H -6.63532 4.61243 -3.67776  0.3016
152 H 8.02902 -0.09385 2.01452  0.1094
153 H -3.82333 -4.20734 2.02462  0.2986
154 H 5.65174 -5.15205 -0.23522  0.2068
155 H -7.45285 3.20422 -4.41626  0.2748
156 H 1.49747 1.23187 5.96207  0.2708
157 H 4.71363 -3.19847 -1.56204  0.3880
158 H -11.41740 -2.86558 1.65635  0.2511